# C33H31N5O12S

5 unconnected molecules or ions with the total composition C33H31N5O12S (the ωB97M-V functional and the def2-TZVPD basis, the OMol25 dataset).

```
82
Properties=species:S:1:pos:R:3:lowdin_charge:R:1
O -4.281 -0.942 4.621 -0.246
S -4.041 -0.249 3.396 0.657
O -4.043 1.184 3.416 -0.275
O -5.136 -0.668 2.321 -0.164
C -4.986 -1.930 1.641 -0.387
O -4.857 -2.947 2.596 0.023
C -3.842 -1.822 0.645 -0.124
C -2.662 -0.972 1.128 -0.162
C -2.489 -0.795 2.639 -0.247
C -1.916 -2.014 3.343 -0.270
C -1.469 -1.891 4.652 -0.039
C -0.946 -2.997 5.284 -0.062
C -0.866 -4.183 4.577 -0.065
C -1.307 -4.202 3.265 -0.128
N -1.828 -3.147 2.655 0.138
H -5.929 -2.063 1.101 0.157
H -5.352 -3.715 2.294 0.112
H -4.255 -1.335 -0.241 0.110
H -3.528 -2.828 0.371 0.122
H -1.734 -1.405 0.745 0.099
H -2.756 0.018 0.671 0.122
H -1.803 0.040 2.808 0.125
H -1.526 -0.933 5.153 0.120
H -0.604 -2.929 6.310 0.112
H -0.457 -5.083 5.022 0.101
H -1.232 -5.114 2.681 0.106
C 0.758 1.285 -4.627 -0.080
C 1.504 0.414 -3.847 -0.056
C 0.870 -0.464 -2.984 0.004
C -0.511 -0.444 -2.923 -0.142
C -1.276 0.421 -3.684 0.006
C -0.628 1.292 -4.542 -0.072
N -1.191 -1.374 -2.008 -0.334
O -0.503 -2.109 -1.330 0.079
O -2.406 -1.343 -1.964 0.070
H 1.260 1.965 -5.303 0.106
H 2.584 0.417 -3.908 0.109
H 1.432 -1.148 -2.366 0.119
H -2.352 0.408 -3.608 0.120
H -1.210 1.972 -5.149 0.108
C -0.075 3.524 4.357 -0.060
C 1.268 3.858 4.481 -0.065
C 2.141 3.638 3.426 -0.007
C 1.643 3.089 2.260 -0.155
C 0.313 2.746 2.115 -0.005
C -0.547 2.965 3.178 -0.057
N 2.563 2.860 1.132 -0.352
O 3.735 3.137 1.293 0.071
O 2.097 2.405 0.106 0.070
H -0.754 3.693 5.182 0.110
H 1.640 4.289 5.400 0.106
H 3.188 3.887 3.505 0.117
H -0.043 2.312 1.193 0.119
H -1.593 2.698 3.082 0.101
C 5.428 -2.850 4.983 -0.072
C 4.614 -2.548 6.067 -0.066
C 3.428 -1.859 5.875 -0.003
C 3.083 -1.487 4.589 -0.144
C 3.877 -1.773 3.495 0.002
C 5.062 -2.461 3.701 -0.063
N 1.816 -0.765 4.375 -0.336
O 1.143 -0.513 5.352 0.068
O 1.521 -0.484 3.232 0.080
H 6.352 -3.390 5.138 0.107
H 4.902 -2.851 7.064 0.108
H 2.781 -1.613 6.704 0.118
H 3.572 -1.463 2.506 0.120
H 5.698 -2.694 2.859 0.108
C 1.366 3.620 -10.514 -0.070
C 2.104 2.717 -9.759 -0.065
C 1.459 1.807 -8.938 -0.006
C 0.078 1.823 -8.893 -0.148
C -0.679 2.713 -9.632 -0.002
C -0.021 3.619 -10.448 -0.064
N -0.614 0.852 -8.026 -0.347
O 0.072 0.103 -7.363 0.070
O -1.829 0.870 -8.014 0.076
H 1.874 4.326 -11.156 0.108
H 3.184 2.719 -9.811 0.108
H 2.014 1.095 -8.344 0.119
H -1.756 2.694 -9.568 0.120
H -0.593 4.324 -11.035 0.109
```

Summary:
- SMILES string: O=S1(=O)O[C@H](O)CC[C@@H]1c1ccccn1.O=[N+]([O-])c1ccccc1.O=[N+]([O-])c1ccccc1.O=[N+]([O-])c1ccccc1.O=[N+]([O-])c1ccccc1
- Total charge: 0
- Orbital gap: 8.521 eV
- LUMO level: -0.65 eV

=====

# C33H32AlAs2N2O3S2

A molecular structure, C33H32AlAs2N2O3S2 (the ωB97M-V functional and the def2-TZVPD basis, the OMol25 dataset).

```
75
Properties=species:S:1:pos:R:3:lowdin_charge:R:1
Al -0.802 1.408 0.026 -0.039
C -1.274 -2.127 3.371 -0.121
C -2.261 -2.759 2.757 -0.076
As -0.390 0.510 -2.159 1.206
C -1.467 -1.130 -2.030 -0.457
C -0.958 -2.270 -2.646 -0.143
C -1.658 -3.469 -2.606 -0.080
C -2.878 -3.538 -1.950 -0.079
C -3.399 -2.403 -1.343 -0.076
C -2.699 -1.206 -1.385 -0.135
C -1.742 1.722 -2.932 -0.455
C -1.839 1.775 -4.322 -0.118
C -2.755 2.611 -4.942 -0.073
C -3.583 3.429 -4.185 -0.074
C -3.494 3.399 -2.802 -0.075
C -2.585 2.545 -2.190 -0.144
As 1.497 -1.476 1.087 1.418
C 2.507 -1.011 -0.509 -0.412
C 3.263 0.138 -0.700 -0.112
C 3.874 0.373 -1.923 -0.072
C 3.739 -0.539 -2.959 -0.071
C 2.997 -1.696 -2.769 -0.078
C 2.378 -1.927 -1.550 -0.149
C 2.676 -2.830 1.801 -0.395
C 2.148 -4.105 1.957 -0.123
C 2.960 -5.145 2.393 -0.072
C 4.290 -4.899 2.690 -0.066
C 4.817 -3.620 2.546 -0.067
C 4.017 -2.586 2.092 -0.095
H -0.379 -2.653 3.687 0.039
H -1.325 -1.071 3.599 0.019
H -3.162 -2.241 2.450 0.039
H -2.210 -3.819 2.538 0.049
H -0.012 -2.218 -3.170 0.079
H -1.254 -4.346 -3.096 0.106
H -3.427 -4.470 -1.919 0.107
H -4.357 -2.449 -0.839 0.108
H -3.128 -0.327 -0.919 0.061
H -1.189 1.154 -4.927 0.097
H -2.817 2.630 -6.022 0.109
H -4.292 4.086 -4.670 0.109
H -4.131 4.034 -2.198 0.106
H -2.585 2.543 -1.098 0.052
H 3.409 0.852 0.101 0.092
H 4.466 1.268 -2.065 0.109
H 4.218 -0.352 -3.911 0.110
H 2.899 -2.418 -3.570 0.112
H 1.795 -2.833 -1.414 0.101
H 1.099 -4.293 1.750 0.096
H 2.548 -6.139 2.510 0.110
H 4.923 -5.705 3.038 0.111
H 5.857 -3.434 2.780 0.110
H 4.433 -1.595 1.962 0.103
C 1.006 5.216 1.591 0.037
N 1.353 3.805 1.809 -0.014
C 2.288 3.397 2.717 0.017
C 2.577 2.091 2.890 0.069
C 1.891 1.131 2.088 -0.403
O 2.246 -0.098 2.167 -0.191
N 0.936 1.546 1.253 0.178
C 0.692 2.856 1.125 -0.489
O -0.234 3.135 0.293 0.012
H 1.709 5.831 2.144 0.103
H -0.008 5.396 1.938 0.089
H 1.071 5.443 0.530 0.110
H 2.775 4.185 3.273 0.149
H 3.320 1.764 3.600 0.136
C -4.817 2.433 1.164 -0.047
O -3.765 3.063 1.919 -0.184
C -2.634 2.477 2.253 -1.178
S -1.624 3.211 3.306 0.724
S -2.287 0.849 1.577 0.735
H -5.743 2.797 1.596 0.103
H -4.764 1.351 1.233 0.057
H -4.747 2.744 0.122 0.084
```

Summary:
- Total charge: +1
- Orbital gap: 7.716 eV
- LUMO level: -3.15 eV
- Relative energy (zero: lowest compared OMol25 entry of this formula, charge and spin): 0.00 kcal per mole

=====

# C33H32BrN5O3RuS

A molecular structure, C33H32BrN5O3RuS at a distorted geometry (the ωB97M-V functional and the def2-TZVPD basis, the OMol25 dataset).

```
76
Properties=species:S:1:pos:R:3:lowdin_charge:R:1
Ru 0.065 -0.152 0.296 1.136
N -1.920 -0.444 1.112 -0.067
C -2.365 -1.756 1.631 -0.210
C -1.201 -2.627 2.092 -0.123
C -0.449 -3.202 0.888 -0.684
O -0.224 -4.406 0.820 0.005
O -0.131 -2.326 0.004 -0.158
H -2.024 0.282 1.809 0.075
H -2.437 -0.143 0.291 0.064
H -2.921 -2.268 0.845 0.122
H -3.051 -1.595 2.467 0.109
H -1.541 -3.450 2.721 0.110
H -0.518 -2.005 2.676 0.086
C -0.923 1.181 -0.623 -0.213
C -1.408 2.082 -1.333 -0.145
C -1.959 3.053 -2.145 -0.191
C -1.076 4.123 -2.597 -0.174
C -1.271 4.848 -3.789 -0.056
C -0.410 5.862 -4.174 -0.111
C 0.693 6.199 -3.397 -0.126
C 0.927 5.468 -2.236 -0.135
C 0.073 4.450 -1.848 -0.049
C -3.366 2.953 -2.519 -0.183
C -4.140 4.058 -2.921 -0.059
C -5.477 3.927 -3.255 -0.114
C -6.114 2.693 -3.190 -0.130
C -5.378 1.594 -2.763 -0.111
C -4.039 1.719 -2.436 -0.044
H -2.096 4.586 -4.437 0.102
H -0.602 6.397 -5.097 0.092
H 1.352 7.007 -3.689 0.085
H 1.789 5.696 -1.618 0.099
H 0.277 3.883 -0.949 0.106
H -3.691 5.042 -2.933 0.100
H -6.034 4.805 -3.565 0.091
H -7.159 2.593 -3.453 0.085
H -5.852 0.622 -2.690 0.092
H -3.477 0.850 -2.116 0.094
C 5.438 1.616 -2.095 -0.099
N 4.158 1.352 -1.490 0.026
C 2.993 2.028 -1.747 -0.601
N 3.061 2.989 -2.726 0.190
O 1.951 1.745 -1.180 -0.004
H 6.117 0.802 -1.850 0.081
H 5.889 2.549 -1.737 0.078
H 5.358 1.662 -3.184 0.081
H 4.063 0.610 -0.819 0.112
H 3.934 3.441 -2.931 0.080
H 2.237 3.572 -2.781 0.067
N 3.021 -1.900 1.182 0.121
C 2.830 -1.812 -0.164 -0.696
N 1.996 -1.011 -0.735 -0.002
C 2.055 -1.121 -2.122 -0.306
C 1.246 -0.428 -3.019 -0.010
C 1.439 -0.636 -4.371 -0.072
C 2.408 -1.528 -4.838 -0.104
C 3.200 -2.239 -3.954 -0.106
C 3.009 -2.024 -2.596 -0.474
S 3.824 -2.768 -1.246 1.071
H 2.303 -1.462 1.745 0.072
H 3.358 -2.782 1.530 0.094
H 0.491 0.251 -2.640 0.089
H 0.819 -0.103 -5.080 0.103
H 2.536 -1.673 -5.903 0.094
H 3.940 -2.945 -4.309 0.100
Br 2.824 2.360 5.924 0.668
C 2.021 1.639 4.354 -0.712
C 0.761 1.074 4.432 -0.153
C 0.183 0.553 3.281 -0.132
C 0.835 0.554 2.035 -0.278
C 2.105 1.158 2.016 -0.129
C 2.700 1.694 3.151 -0.144
H 0.237 1.042 5.378 0.092
H -0.809 0.128 3.384 0.071
H 2.633 1.227 1.073 0.066
H 3.676 2.158 3.096 0.093
```

Summary:
- ⟨S²⟩: 0.86
- Spin multiplicity: 2
- Total charge: -1
- Orbital gap (alpha / beta): 5.148 / 5.290 eV
- LUMO level (alpha / beta): 2.24 / 2.24 eV
- Relative energy (zero: lowest compared OMol25 entry of this formula, charge and spin): 74.90 kcal per mole